Molecular formula: C32H66ClN5O6PS
Method: DFT, ωB97M-V/def2-TZVPD

Each line ends with the Löwdin charge.
Element x y z (Å)
O -2.332 4.132 5.765  -0.31
S -2.241 4.746 4.484  0.32
O -3.282 5.617 4.050  -0.33
Cl -0.489 5.756 4.338  0.44
C -1.985 3.481 3.264  -0.31
C -2.995 2.348 3.441  -0.22
C -3.319 1.701 2.092  -0.24
C -2.068 1.276 1.300  -0.34
P -2.238 -0.357 0.563  1.08
C -0.665 -0.771 -0.212  -0.29
C -0.262 -2.262 -0.161  -0.23
C -0.547 -3.072 -1.423  -0.20
C -0.180 -2.391 -2.740  -0.20
C 1.332 -2.185 -2.921  -0.19
C 2.023 -3.277 -3.752  -0.19
C 3.130 -2.753 -4.673  -0.19
C 4.541 -2.868 -4.064  -0.20
C 5.184 -1.514 -3.780  -0.22
C 6.594 -1.681 -3.209  -0.20
C 7.020 -0.583 -2.232  -0.16
C 6.841 -0.935 -0.734  -0.13
N 5.815 -1.920 -0.471  -0.12
C 4.458 -1.738 -0.530  -0.11
C 3.836 -2.941 -0.235  -0.11
C 4.858 -3.892 0.020  -0.09
C 6.060 -3.217 -0.131  -0.10
H -2.053 3.929 2.276  0.11
H -0.968 3.131 3.412  0.09
H -2.584 1.594 4.109  0.12
H -3.910 2.692 3.914  0.12
H -3.894 2.429 1.524  0.12
H -4.000 0.867 2.262  0.10
H -1.164 1.279 1.906  0.09
H -1.904 1.992 0.497  0.11
H -2.525 -1.212 1.618  0.05
H -3.280 -0.255 -0.350  0.06
H -0.643 -0.342 -1.210  0.09
H 0.055 -0.207 0.380  0.09
H -0.824 -2.726 0.650  0.08
H 0.780 -2.320 0.138  0.09
H -1.573 -3.420 -1.459  0.09
H 0.072 -3.969 -1.358  0.12
H -0.519 -3.049 -3.537  0.11
H -0.732 -1.465 -2.897  0.09
H 1.821 -2.075 -1.955  0.08
H 1.475 -1.239 -3.445  0.11
H 1.287 -3.811 -4.350  0.10
H 2.449 -4.013 -3.072  0.10
H 2.939 -1.733 -4.997  0.10
H 3.116 -3.357 -5.579  0.10
H 4.494 -3.438 -3.137  0.09
H 5.201 -3.409 -4.741  0.11
H 5.219 -0.979 -4.730  0.11
H 4.543 -0.929 -3.121  0.09
H 6.687 -2.674 -2.774  0.10
H 7.284 -1.672 -4.051  0.11
H 8.070 -0.361 -2.406  0.10
H 6.480 0.330 -2.476  0.11
H 6.607 -0.022 -0.195  0.12
H 7.788 -1.314 -0.371  0.12
H 4.010 -0.796 -0.783  0.11
H 2.778 -3.134 -0.214  0.06
H 4.740 -4.928 0.271  0.09
H 7.026 -3.667 0.009  0.12
C -1.513 10.771 1.449  -0.38
O -0.489 11.153 0.917  0.01
N -1.569 9.815 2.391  -0.20
C -2.818 9.352 2.965  -0.05
C -0.318 9.218 2.827  -0.04
H -2.504 11.163 1.160  0.14
H -2.824 9.516 4.044  0.09
H -2.953 8.285 2.773  0.08
H -3.651 9.895 2.524  0.08
H 0.326 9.978 3.270  0.10
H 0.204 8.784 1.973  0.09
H -0.529 8.442 3.555  0.03
C -2.019 6.411 -2.056  -0.37
O -1.285 5.725 -1.363  -0.01
N -2.159 7.741 -1.944  -0.19
C -3.073 8.493 -2.781  -0.05
C -1.371 8.450 -0.946  -0.03
H -2.658 5.975 -2.842  0.13
H -2.528 9.240 -3.359  0.09
H -3.819 9.000 -2.166  0.09
H -3.584 7.822 -3.468  0.08
H -0.308 8.317 -1.144  0.10
H -1.587 8.053 0.047  0.09
H -1.610 9.508 -0.975  0.08
C -4.377 -3.235 0.427  -0.32
O -3.331 -2.750 -0.015  -0.11
N -4.428 -4.283 1.236  -0.17
C -5.687 -4.829 1.715  -0.03
C -3.178 -4.919 1.649  -0.02
H -5.365 -2.832 0.160  0.14
H -5.718 -4.792 2.804  0.10
H -5.786 -5.865 1.392  0.10
H -6.520 -4.254 1.317  0.09
H -2.558 -4.197 2.186  0.09
H -2.634 -5.269 0.779  0.07
H -3.398 -5.762 2.294  0.09
C -1.767 -8.551 0.862  -0.34
O -2.148 -7.493 0.386  -0.01
N -0.621 -8.711 1.542  -0.19
C -0.217 -9.996 2.083  -0.05
C 0.241 -7.557 1.737  -0.04
H -2.348 -9.481 0.763  0.14
H -0.108 -9.932 3.167  0.09
H 0.736 -10.304 1.650  0.09
H -0.966 -10.748 1.850  0.08
H -0.292 -6.777 2.283  0.09
H 0.547 -7.149 0.773  0.09
H 1.121 -7.854 2.300  0.09

Calculated values
electronic energy: -86630.112 eV
total charge: +1
2S+1: 1